No. 1
A cluster of 10 separate species, C44H64F32O16S6 in total in a non-equilibrium geometry, computed with wB97M-V/def2-TZVPD.

```
162
C44H64F32O16S6 wB97M-V/def2-TZVPD
S -7.15125 1.32781 1.41242
S -0.82168 4.03118 -3.07834
S 2.85884 -1.89901 4.95560
S -5.53620 -6.74794 -1.84754
S -2.97431 2.34873 3.21361
S -0.36048 -5.58222 3.99135
F 3.93680 3.06627 -2.52170
F -3.22961 -0.41743 -0.53313
F 4.82859 4.63984 -0.17711
F 4.80927 1.83228 -4.83118
F -0.73297 -1.46116 -4.99636
F -2.79508 -2.89896 -2.15050
F 2.89481 5.66820 -0.28547
F 2.04099 -2.13181 -0.19336
F -1.97812 -0.55908 -2.31870
F 4.91071 3.78082 5.15812
F 6.40337 2.16842 3.22987
F 0.95341 -1.10560 1.38874
F 1.06161 -6.75600 -5.02166
F 4.71114 1.02413 -2.23408
F -1.18315 -4.37835 -3.88216
F -2.84251 -2.97006 0.09786
F 3.30309 5.53533 2.27961
F 0.51482 -1.25942 -6.75292
F 7.48424 1.90603 -6.26854
F 2.00334 3.88227 1.82559
F 7.06233 3.73737 5.50743
F 7.59963 3.98263 2.89294
F 6.69644 1.30598 -3.83112
F 6.56412 3.74967 -6.89833
F 8.92536 5.09342 -6.75205
F 1.42034 -0.61721 -3.37135
F 1.37402 0.57947 -5.25019
F 3.21170 0.47451 0.69113
F 1.67488 -5.05764 -3.71935
F -1.21063 -5.68229 -5.61973
F 8.89371 3.39823 -8.16097
F 1.55984 1.36605 -0.49411
O -6.72240 2.61032 1.89819
O 1.00219 -2.87051 -5.33683
O -7.29409 0.22568 2.32794
O 2.73304 -3.31532 5.14879
O 5.56224 4.01169 2.27521
O 7.60143 3.69291 -4.91895
O -5.46535 -7.12499 -0.46101
O -2.48698 1.76810 1.97657
O 1.02263 -5.71742 4.33170
O 0.25776 -1.01146 -0.71077
O -5.12425 -7.65864 -2.87439
O -1.03751 -6.55346 3.18745
O 0.27491 3.12002 -2.88935
O -4.27611 2.93754 3.26757
O -0.84566 5.05548 -4.09199
O 1.73327 -0.99326 4.97697
C -2.83196 1.14638 4.55602
C 8.89959 3.75657 -6.85953
C -7.17778 -4.61284 -2.02221
C -0.41556 -4.87039 -4.84543
C -8.54633 1.48102 0.30745
C 4.78519 -0.32055 4.05049
C -7.94626 1.64991 -1.07621
C -0.93998 -0.42467 -0.21017
C 6.39739 3.50263 3.25467
C 0.19989 -3.91962 -5.86681
C -7.18420 -6.13734 -2.26065
C 7.61873 3.23605 -6.20505
C 4.29280 3.41020 2.29162
C 2.20955 0.20045 -0.21959
C -0.59883 -3.98193 3.16369
C 0.54025 -1.61798 -5.43630
C -2.37850 3.12283 -3.28016
C 4.70411 -0.08702 5.57935
C -5.75399 -4.15136 -1.60392
C -4.72912 -5.17709 -2.04871
C 1.49020 -0.64574 -4.71682
C 5.71948 2.26011 -3.93411
C 5.03490 2.29495 -2.54402
C -0.75856 2.60420 4.57229
C -1.56208 1.55514 5.34466
C 1.36006 -1.02739 0.09492
C 6.10133 4.12457 4.63121
C -1.22674 4.67978 -1.47124
C 0.64119 -5.77909 -4.20958
C 3.26714 4.30982 1.63747
C 4.08285 -1.33414 6.15897
C -2.08800 -0.95916 -1.02488
C -5.99041 0.88229 0.10836
C -2.71280 4.48936 -1.24597
C -0.96280 -3.63474 5.64512
C -2.20709 -2.48712 -0.98782
C -1.71364 3.47332 3.79420
C -1.05745 -2.99706 4.25717
C 3.50831 4.55839 0.15486
C 3.98644 -1.54598 3.59556
C 6.36185 3.58543 -4.25964
C -1.18967 -5.11856 5.53007
C -3.07975 3.16273 -1.93426
C -6.79449 0.61655 -1.15774
H -4.15723 3.05276 -2.02542
H -2.70223 2.31883 -1.35278
H -4.51732 -5.07559 -3.11561
H -1.33738 -4.02788 2.37279
H -1.68905 -3.18011 6.32461
H -2.25841 4.00462 4.59300
H -0.57673 -3.57021 -6.54692
H -7.68844 2.66756 -1.36585
H -0.02128 -3.29696 6.08561
H -8.03535 -6.66263 -1.84664
H 4.61315 -2.43626 3.69808
H -1.09535 -0.72499 0.82056
H 5.79569 -0.50692 3.67957
H -1.20551 -2.92998 -1.02036
H -3.24482 5.27155 -1.79418
H -0.94608 0.65496 -0.35422
H -7.23570 -6.23631 -3.34737
H -3.77305 1.16479 5.08779
H 0.21703 -6.24450 -3.30760
H -0.71695 -5.73171 6.29238
H 6.17738 5.20391 4.47690
H -2.94392 4.51954 -0.18490
H 4.10619 0.80713 5.74311
H 4.27229 2.42035 1.82366
H -5.54798 -3.18815 -2.07397
H 9.80721 3.32500 -6.42938
H -3.78303 -5.04739 -1.53739
H 5.79004 2.65778 -1.83891
H -9.10685 0.54944 0.31052
H 2.52334 -0.94970 -4.93446
H 4.46979 0.55274 3.47872
H -8.70266 1.32684 -1.79705
H 4.77026 -2.18498 6.09232
H -6.26551 0.72235 -2.10030
H -0.12844 3.17831 5.25669
H 0.92202 -4.49334 -6.44549
H -0.60970 -2.00550 4.21873
H 3.92413 3.21544 3.30071
H -7.47287 -4.01577 -2.88416
H -5.58670 1.86526 -0.17260
H -0.84148 5.68801 -1.31293
H -9.14802 2.33352 0.61329
H -7.89127 -4.35622 -1.23841
H -2.88646 3.50875 -4.16328
H -0.60519 4.08295 -0.79630
H 3.59762 -1.55425 2.58419
H -2.24886 -5.34229 5.40288
H 3.78204 -1.30719 7.20254
H 5.72165 0.07989 5.92634
H -5.77105 -3.92295 -0.53797
H 2.74418 -0.02839 -1.14842
H -2.08328 2.12404 -3.61665
H -0.94152 0.68175 5.53417
H -2.11158 -2.76033 4.04903
H 3.11234 3.72748 -0.44151
H -1.80063 1.88422 6.36027
H -1.40521 4.27265 3.13508
H 5.63665 4.34370 -4.58113
H -7.31416 -0.34591 -1.08328
H -5.09333 0.39011 0.46147
H 6.52520 4.04972 -3.27524
H 0.00474 2.09279 3.97165
H 0.36834 -3.63266 2.80431
H -2.56255 0.19627 4.10094
```

For the LUMO energy, the calculation gives 0.0043 hartree. The SMILES is FC(F)C(F)(F)COC(F)(F)C(F)F.FC(F)C(F)(F)COC(F)(F)C(F)F.FC(F)C(F)(F)COC(F)(F)C(F)F.FC(F)C(F)(F)COC(F)(F)C(F)F.O=S1(=O)CCCC1.O=S1(=O)CCCC1.O=S1(=O)CCCC1.O=S1(=O)CCCC1.O=S1(=O)CCCC1.O=S1(=O)CCCC1. The value obtained for the HOMO energy is -10.075 eV. For the relative energy (zero: lowest compared OMol25 entry of this formula, charge and spin), the calculation gives 0.0 kcal/mol. The value obtained for the HOMO-LUMO gap is 10.19 eV. The electronic energy comes out at -231393.061 eV.

No. 2
A structure of composition C44H65BrGeN3O7RbSSeSi in a non-equilibrium geometry, computed with wB97M-V/def2-TZVPD.

```
125
C44H65BrGeN3O7RbSSeSi wB97M-V/def2-TZVPD
Rb -0.42523 -1.21000 -0.14183
Br 3.15487 -0.91931 -0.30994
Se 1.41830 2.98152 0.21733
Ge 4.55161 3.31709 0.77415
S 1.38726 -2.96209 3.11114
Si -4.04107 1.08673 1.80653
O 0.12240 -3.63724 3.56138
O -1.19100 -0.44631 -2.83370
O -1.47599 1.94022 -0.98481
O 0.62416 -4.31306 -0.06425
O -2.42401 1.61860 -3.99348
O -2.66934 0.58716 1.20512
O -0.78486 -0.96520 2.54137
N -0.86978 -5.73058 1.04823
N 0.76143 -0.20672 -4.15472
N 1.47300 -0.51116 -3.09762
C -2.49226 4.76876 2.91544
C 2.05408 -2.01750 4.58664
C -4.82875 3.40035 3.45459
C -4.46344 -1.48130 2.90203
C -3.28339 1.31055 -6.21010
C 5.10614 2.86586 -1.04625
C -1.52856 -0.16683 -5.29182
C -3.40725 5.28935 3.81183
C 0.20112 -6.60616 -0.94894
C 5.76079 4.69440 1.44386
C -5.46359 1.20375 0.43537
C -0.65560 -0.65844 -4.07971
C 5.35223 -0.98939 -4.72790
C -4.57206 4.61561 4.08126
C -4.89715 0.24067 4.51217
C -2.44467 0.92572 -5.15483
C 6.18114 -0.98768 -5.83218
C 5.84131 -0.54747 -3.48464
C -2.76424 3.59249 2.24651
C 2.78544 -0.17446 -3.12691
C 0.01266 -5.39667 0.03652
C 2.86061 -4.11924 3.11723
C 0.77485 2.30441 1.97812
C 2.81789 4.29062 0.69952
C 8.02214 -0.16988 -4.52692
C 5.10619 -0.49871 -2.27271
C 3.46204 -2.43993 4.92305
C -6.88070 1.45108 0.98687
C 7.20829 -0.15771 -3.40432
C -2.37976 -0.48275 -7.56276
C -4.70261 -2.43756 3.85910
C -4.97175 -2.08345 5.17425
C -5.11297 2.30786 -0.58354
C -5.48288 -0.15644 -0.28421
C 3.72059 -0.51776 -2.09055
C -4.55316 -0.11615 3.20130
C 4.44814 1.83669 2.00462
C -3.91924 2.85156 2.52314
C -1.48462 -0.79702 -6.52923
C -0.66996 -6.79916 -2.09818
C 7.51776 -0.57087 -5.73633
C -5.07706 -0.75097 5.48326
C -3.25269 0.60801 -7.42910
C 4.00085 -3.42913 3.84865
H 3.24915 0.27490 -4.00217
H -1.11253 -1.70598 3.11499
H -1.49458 5.20227 2.78947
H 4.34256 2.21023 -1.52028
H -5.01889 1.28481 4.82631
H 3.45652 -2.95459 5.93112
H -5.97279 -0.89296 0.36620
H 5.31232 3.76105 -1.67069
H 2.46060 -4.99733 3.66563
H -3.14680 6.20016 4.37370
H 2.57063 4.75356 1.64417
H -3.93748 2.17786 -6.09456
H 6.05568 2.31004 -0.96733
H -1.38181 1.31945 -1.74004
H -0.95568 -6.69022 1.37352
H 9.08744 0.10796 -4.44508
H -2.42459 -1.03408 -8.51030
H 4.36090 -1.45848 -4.81201
H 4.64048 -4.15335 4.36873
H -7.22062 0.68780 1.67747
H 3.53231 1.26885 1.98014
H -0.34391 -7.32611 -3.00040
H 0.69116 3.12258 2.70248
H 1.44105 1.51748 2.31170
H -5.31181 5.00478 4.78071
H -4.14067 2.15550 -1.04530
H -5.38067 -0.42761 6.50242
H 7.62766 0.08550 -2.38960
H 5.54131 4.88857 2.50815
H -4.17756 -1.79510 1.91519
H 5.71778 -0.39204 -1.37721
H -5.19600 -2.86458 5.89849
H 1.20881 -6.41269 -1.32680
H 0.20152 -7.50137 -0.28507
H 5.76866 -1.34791 -6.78998
H -1.55191 -0.35743 2.30738
H -3.08251 2.31477 -4.02418
H -0.95700 -4.99976 1.77726
H -0.75587 -1.62622 -6.65717
H 5.69120 5.66244 0.90391
H 1.32693 -2.21677 5.37955
H 5.24159 1.10950 1.70972
H -0.19096 1.84670 1.79785
H -1.73418 -6.52880 -2.12214
H 4.66372 -2.85605 3.14676
H -6.00251 -0.13729 -1.28276
H -5.79490 2.93858 3.63470
H 4.13040 -1.54227 4.99578
H 4.68865 2.10595 3.05082
H -6.97068 2.39578 1.54299
H 1.14071 0.28782 -4.97501
H -2.01090 1.46302 -0.27211
H 8.13550 -0.54030 -6.62687
H -4.43962 -0.48785 -0.48827
H 3.03744 -4.34605 2.04257
H -0.53985 -1.79019 -4.17472
H -5.85316 2.31348 -1.41739
H -4.75253 -3.48330 3.55072
H 6.80114 4.34334 1.33486
H 2.93785 5.05952 -0.09280
H -2.04646 3.23969 1.49766
H -3.89214 0.94034 -8.23033
H -5.07850 3.31252 -0.12687
H -7.64317 1.49555 0.15826
H 1.89398 -0.93040 4.41697
```

For the LUMO energy, the calculation gives 0.1202 hartree. The value obtained for the HOMO energy is 0.906 eV. The net charge is -2. For the relative energy (zero: lowest compared OMol25 entry of this formula, charge and spin), the calculation gives 23.9 kcal/mol. The value obtained for the HOMO-LUMO gap is 2.36 eV. The electronic energy comes out at -276756.947 eV.

No. 3
A cluster of 11 separate species, C44H66O22 in total in a non-equilibrium geometry, computed with wB97M-V/def2-TZVPD.

```
132
C44H66O22 wB97M-V/def2-TZVPD
O -7.53352 -2.44836 1.16423
O -1.55825 4.97670 8.49241
O -7.73617 5.50321 1.57070
O 1.71621 -0.17240 -0.10529
O 1.84427 -4.51068 5.47824
O -5.38730 -1.91213 1.28781
O 8.25282 -4.28428 1.47852
O 1.30412 1.59021 -7.60757
O 7.49570 2.47684 -4.10194
O -1.59375 9.12626 2.93719
O 0.42714 -5.72444 4.32457
O -1.60286 -6.08421 -4.57082
O -0.63743 4.97061 10.58040
O 10.03957 -5.49857 1.41603
O -3.02677 10.84787 3.26705
O -0.56469 0.53891 -6.84013
O 0.41473 1.04554 1.38232
O -2.15755 -4.86384 -2.75294
O -6.34026 4.76149 -0.02513
O 4.47704 -3.18711 -5.88891
O 6.41517 4.27658 -4.77874
O 4.15146 -5.14489 -6.91730
C -0.53522 5.24877 9.38924
C 1.04544 -4.60702 4.57515
C 5.13284 -5.08288 -4.69091
C 5.31737 5.05100 -4.38430
C -0.09215 -4.32859 2.51545
C -6.14836 -4.28432 1.53750
C -8.42378 -3.59167 1.18531
C -1.47277 -7.45788 -4.94869
C -0.71651 2.19318 -0.15911
C -7.42418 -4.73631 0.85155
C -1.62563 -7.27910 -2.60129
C 0.64526 5.93992 8.68911
C -0.29591 0.94874 -0.89070
C -1.16030 5.27232 7.15780
C -6.58793 4.77533 3.38280
C -6.79179 4.67204 1.10107
C 6.75235 3.42478 -3.78059
C 0.69784 0.44901 0.15079
C -1.35861 8.03901 2.06875
C -2.13981 8.43196 0.83537
C -0.50235 -5.56565 3.29085
C 5.14819 -3.79208 -3.83363
C 5.98822 3.64661 -2.51541
C 0.59809 -3.52620 3.55778
C 4.53699 -4.54093 -5.91733
C -3.32288 9.25527 1.35010
C -6.26535 -2.75760 1.31321
C 0.20241 -0.30212 -8.81888
C -2.72120 9.87336 2.61441
C -7.97525 5.30618 2.97254
C -0.69865 1.92360 1.30171
C 5.12434 -2.57443 -4.73887
C 9.11239 -5.07821 2.05931
C -0.80837 -1.29325 -8.23111
C 4.78202 4.42404 -3.10599
C -1.56871 -0.37132 -7.25942
C 0.44936 0.68229 -7.73800
C 0.32104 5.41728 7.21032
C -6.18008 3.91420 2.26491
C -0.89225 -8.06284 -3.65146
C 8.73768 -5.21611 3.57141
C -1.85215 -5.93242 -3.25555
C 7.31036 -3.72903 2.40321
C 7.32360 -4.75363 3.54109
H -5.28531 -4.71882 1.03303
H 6.96749 -4.40027 4.50878
H -0.10384 3.00354 -0.55413
H 8.99004 -6.16007 4.05447
H -7.31093 -4.78424 -0.23149
H -8.89170 -3.75001 2.15694
H -2.56668 -7.77971 -2.37338
H 3.94751 3.75706 -3.32242
H 6.61809 -5.56217 3.34982
H -1.04486 -7.09086 -1.69832
H -3.77809 9.92890 0.62407
H -0.91844 -3.74968 2.10289
H -2.38050 0.09739 -7.81567
H -9.24185 -3.57893 0.46508
H -0.33155 -2.10635 -7.68375
H 4.51862 -5.87404 -4.26091
H 6.47854 4.19997 -1.71449
H -1.64682 6.17218 6.78143
H -1.43973 4.41478 6.54572
H -6.72119 2.97004 2.32703
H 9.30152 -4.45502 4.11079
H -1.68267 2.54743 -0.51846
H 4.49334 5.14454 -5.09164
H 0.77555 4.43102 7.11637
H -0.08894 -2.74723 3.88836
H 4.46743 -1.76688 -4.41568
H -1.69408 7.06651 2.42900
H -8.74342 4.55357 3.15032
H 0.78097 5.99751 6.41039
H 6.00782 -3.76530 -3.16399
H 1.18620 -0.69339 -9.07804
H -1.44716 -1.74360 -8.99089
H -3.97672 8.51347 1.80868
H -1.52155 -5.48258 3.66827
H -0.33750 7.92587 1.70457
H 5.77822 2.73327 -1.95881
H -5.95601 5.66327 3.40062
H -1.17585 -9.11313 -3.58397
H -0.24369 0.14225 -9.70861
H -2.41743 7.47566 0.39206
H -1.45510 8.98783 0.19483
H 1.44151 -3.00630 3.10341
H 0.53548 7.01878 8.79916
H -2.03349 -0.94227 -6.45562
H 5.51058 6.08734 -4.10722
H -1.08132 0.19916 -0.98737
H 1.61439 5.58455 9.03925
H -6.63591 4.28506 4.35513
H -0.57065 -6.41751 2.61427
H -8.32771 6.18064 3.51953
H 4.31056 -3.65717 -3.14930
H -6.10939 -4.54072 2.59620
H 4.31813 5.14648 -2.43444
H 0.18988 -7.94225 -3.60102
H -0.42281 2.82535 1.84837
H -1.59765 1.45692 1.70431
H 6.30579 -3.68686 1.98230
H 0.54350 -4.51129 1.64904
H -7.72389 -5.74198 1.14634
H -2.36985 -7.93599 -5.34210
H 6.11299 -5.52973 -4.85747
H -5.11982 3.73094 2.09067
H 7.53096 -2.74324 2.81268
H -0.73314 -7.54280 -5.74482
H 0.19455 1.23930 -1.81975
H 6.14230 -2.26885 -4.98063
```

For the LUMO energy, the calculation gives -0.0110 hartree. The SMILES is O=C1CCCO1.O=C1CCCO1.O=C1CCCO1.O=C1CCCO1.O=C1CCCO1.O=C1CCCO1.O=C1CCCO1.O=C1CCCO1.O=C1CCCO1.O=C1CCCO1.O=C1CCCO1. The value obtained for the HOMO energy is -10.021 eV. For the relative energy (zero: lowest compared OMol25 entry of this formula, charge and spin), the calculation gives 111.5 kcal/mol. The value obtained for the HOMO-LUMO gap is 9.72 eV. The electronic energy comes out at -91741.256 eV.

> Which of these has the lowest electronic energy?

C44H65BrGeN3O7RbSSeSi